P) {
  "formula": "C24H25Cl2MoN4O2S2",
  "method": "the ωB97M-V functional and the def2-TZVPD basis",
  "total_charge": 1,
  "lumo_ev": [-3.8039, -3.7175],
  "gap_ev": [5.26, 5.47],
  "homo_ev": [-9.1, -9.2],
  "symbols": ["Mo", "Cl", "Cl", "S", "S", "O", "O", "N", "N", "N", "N", "C", "C", "C", "C", "C", "C", "C", "C", "C", "C", "C", "C", "C", "C", "C", "C", "C", "C", "C", "C", "C", "C", "C", "C", "H", "H", "H", "H", "H", "H", "H", "H", "H", "H", "H", "H", "H", "H", "H", "H", "H", "H", "H", "H", "H", "H", "H", "H", "H"],
  "positions_angstrom": [[0.25082, -0.00748, -0.12144], [1.98072, 3.20202, -3.49994], [3.55682, 0.76602, -3.86814], [2.59212, -0.87468, 0.41276], [0.30942, -2.18948, -1.28174], [1.28802, 0.39822, -2.05704], [1.99052, 1.78972, -0.54344], [0.41892, -0.22778, 1.99766], [-1.73878, -0.60028, 0.48656], [-1.13618, 1.02472, -1.40024], [-0.52268, 1.86762, 1.02536], [1.55332, -0.52278, 4.51526], [-1.42298, 2.31402, -1.14934], [2.88982, -2.28878, -0.52584], [2.03372, -4.23048, -1.85344], [-0.69498, 2.90522, 0.02306], [2.97462, 1.95332, -2.70404], [0.50092, 2.14732, 2.02366], [-3.74338, -1.87588, 0.12836], [-2.38338, -1.68618, 0.02936], [1.14312, -1.63088, 3.78506], [-1.68128, 0.45952, -2.48424], [4.25792, -2.89148, -0.45514], [-2.49288, 0.34152, 1.09496], [1.88162, -2.89158, -1.20864], [-1.80148, 1.54722, 1.67406], [-2.52508, 1.14062, -3.33894], [2.03552, 1.31792, -1.68884], [-4.51988, -0.90018, 0.73896], [0.58022, -1.44178, 2.54166], [-2.84888, 2.46392, -3.06664], [-3.86738, 0.21962, 1.22906], [0.76992, 0.84712, 2.72496], [1.33242, 0.74052, 3.98276], [-2.28068, 3.05372, -1.94644], [4.21842, -3.84498, 0.07406], [1.28592, -2.62898, 4.15876], [-1.76378, -2.43838, -0.43744], [2.19132, -4.98938, -1.08524], [3.82172, 2.45722, -2.23824], [-1.21978, 3.78432, 0.42276], [-5.58738, -1.00938, 0.83226], [2.02502, -0.64118, 5.47766], [0.27812, -2.27988, 1.92466], [-2.48028, 2.40862, 1.62416], [-4.18408, -2.76898, -0.28114], [2.88582, -4.25888, -2.52974], [1.13332, -4.48028, -2.40604], [-3.51178, 3.02252, -3.70944], [1.61112, 1.62422, 4.53456], [1.41602, 2.46562, 1.51186], [-1.41478, -0.57668, -2.65414], [0.29782, 3.22322, -0.32194], [-4.42148, 1.01002, 1.71126], [0.18912, 2.92792, 2.73086], [-2.48978, 4.08262, -1.69624], [4.94002, -2.22848, 0.06706], [-2.92468, 0.64102, -4.20464], [4.63792, -3.07778, -1.46044], [-1.61448, 1.33592, 2.73466]]
}

Q) {
  "formula": "C24H25Cl2MoN4O2S2",
  "method": "the ωB97M-V functional and the def2-TZVPD basis",
  "total_charge": 1,
  "lumo_ev": [-4.5658, -4.5842],
  "gap_ev": [4.88, 4.74],
  "homo_ev": [-9.4, -9.3],
  "symbols": ["Mo", "Cl", "Cl", "S", "S", "O", "O", "N", "N", "N", "N", "C", "C", "C", "C", "C", "C", "C", "C", "C", "C", "C", "C", "C", "C", "C", "C", "C", "C", "C", "C", "C", "C", "C", "C", "H", "H", "H", "H", "H", "H", "H", "H", "H", "H", "H", "H", "H", "H", "H", "H", "H", "H", "H", "H", "H", "H", "H", "H", "H"],
  "positions_angstrom": [[0.05895, 0.71574, 0.28733], [1.29799, 4.10748, -1.14257], [3.28601, 2.85239, 0.56758], [1.36002, 1.12269, -2.64327], [-1.65613, 1.62356, -1.26231], [0.98668, 3.82305, 2.23103], [-0.54666, 2.64333, 1.03999], [-1.33513, -0.70720, 1.02886], [0.10934, -1.04914, -1.21491], [0.43653, 0.80000, 2.52648], [1.48791, -0.90994, 0.94663], [-0.76648, -2.39845, -2.97662], [1.03872, 0.94753, 5.22391], [-1.25585, 1.82243, -2.89976], [-3.00819, -2.83612, 1.59202], [-0.89218, -1.39688, -2.03353], [1.91925, 0.34162, 4.34117], [-0.15524, 1.45041, 4.73984], [2.42017, -0.37370, 1.96310], [1.44330, -2.78221, -2.17936], [0.00567, 1.59918, -3.49007], [-2.38582, 2.32265, -3.76913], [0.62124, 3.20109, 1.27307], [-2.67000, -0.55496, 1.01803], [1.24107, -1.76639, -1.27152], [-1.63231, -2.99327, 1.63305], [1.58614, 2.89288, 0.10032], [0.15371, 1.85697, -4.97376], [0.67636, -2.02255, 1.54446], [0.42738, -3.09018, -3.06964], [-0.41949, 1.36866, 3.38837], [1.58009, 0.28342, 3.00812], [-3.53719, -1.59057, 1.30160], [2.24259, -1.36170, -0.24388], [-0.82194, -1.90664, 1.36891], [1.02604, -2.98800, 1.17844], [2.85744, -0.07908, 4.67799], [0.11358, 2.93139, -5.17656], [-1.30933, 1.80462, 2.95992], [3.06545, 0.35523, 1.47617], [1.10714, 1.48151, -5.33357], [-1.18637, -3.94886, 1.87869], [1.39428, 1.90898, -0.40374], [-3.65899, -3.67854, 1.79185], [-2.10424, 3.25318, -4.26737], [-1.60171, -2.62402, -3.62565], [-2.62336, 1.59863, -4.55377], [0.56108, -3.87114, -3.80777], [1.28484, 1.02280, 6.27587], [-4.60486, -1.41679, 1.27865], [0.85440, -2.01706, 2.61990], [-3.03438, 0.42897, 0.75347], [-1.80664, -0.83142, -1.93708], [-0.87321, 1.92833, 5.39058], [-0.65026, 1.39282, -5.54823], [3.04341, -1.16539, 2.38572], [2.91608, -2.18661, 0.00429], [2.38172, -3.32149, -2.18411], [-3.28447, 2.50376, -3.18638], [2.83579, -0.51698, -0.60082]]
}

Most stable structure, least stable structure: P), Q).

P) {
  "formula": "C2H3FS2",
  "method": "the ωB97M-V functional and the def2-TZVPD basis",
  "s_squared": 2.02,
  "multiplicity": 3,
  "lumo_ev": [-0.4283, -2.3685],
  "gap_ev": [5.89, 7.66],
  "homo_ev": [-6.3, -10.0],
  "symbols": ["S", "S", "F", "C", "C", "H", "H", "H"],
  "positions_angstrom": [[-1.66394, -1.15717, 0.43661], [0.66340, 2.55059, 0.23817], [-2.00974, -0.19194, -0.92472], [1.17107, 1.09495, 0.08149], [1.42837, -0.16653, -0.10993], [2.42973, -0.36528, -0.53847], [0.81032, -1.00648, -0.25181], [-2.82922, -0.75812, 1.06867]]
}

Q) {
  "formula": "C2H3FS2",
  "method": "the ωB97M-V functional and the def2-TZVPD basis",
  "s_squared": 2.02,
  "multiplicity": 3,
  "lumo_ev": [-0.1354, -2.4549],
  "gap_ev": [6.28, 7.39],
  "homo_ev": [-6.4, -9.8],
  "symbols": ["S", "S", "F", "C", "C", "H", "H", "H"],
  "positions_angstrom": [[0.52225, 1.65351, -1.44603], [-1.98704, -1.15243, -0.20693], [-2.64638, -0.47733, -1.58826], [1.79340, 0.32030, 0.72073], [1.27952, 0.90503, -0.31297], [2.37285, -0.52146, 0.69174], [-3.23401, -1.40832, 0.34154], [1.89941, 0.68070, 1.80018]]
}

Most stable structure, least stable structure: Q), P).

P) {
  "formula": "C4H12N2",
  "method": "the ωB97M-V functional and the def2-TZVPD basis",
  "total_charge": 2,
  "lumo_ev": -7.9563,
  "smiles": "C=C([NH3+])CC[NH3+]",
  "gap_ev": 10.35,
  "homo_ev": -18.3,
  "symbols": ["N", "N", "C", "C", "C", "C", "H", "H", "H", "H", "H", "H", "H", "H", "H", "H", "H", "H"],
  "positions_angstrom": [[-1.36423, -1.22388, 1.48590], [1.63551, 0.79864, -1.51975], [0.27054, 0.68284, -0.86324], [0.07699, -0.79192, 1.18260], [-0.79537, 0.52753, -1.64754], [0.26526, 0.61030, 0.66515], [2.13168, -0.02638, -1.88029], [0.52650, -1.60402, 0.61660], [-0.59485, 1.28691, 0.79443], [-0.88398, -0.14431, -2.49438], [-1.41940, -1.66176, 2.41178], [2.27800, 1.11043, -0.78077], [0.51670, -0.87384, 2.17737], [-1.66803, -1.94913, 0.83075], [-2.06600, -0.48118, 1.54817], [-1.71587, 1.05504, -1.40253], [1.13449, 1.12431, 1.07715], [1.67206, 1.56042, -2.20140]]
}

Q) {
  "formula": "C4H12N2",
  "method": "the ωB97M-V functional and the def2-TZVPD basis",
  "total_charge": 2,
  "lumo_ev": -7.1469,
  "smiles": "[NH3+]/C=C/CC[NH3+]",
  "gap_ev": 11.64,
  "homo_ev": -18.8,
  "symbols": ["N", "N", "C", "C", "C", "C", "H", "H", "H", "H", "H", "H", "H", "H", "H", "H", "H", "H"],
  "positions_angstrom": [[-0.60027, -2.08657, 2.00278], [0.96384, 2.13966, -2.12654], [-0.76878, -0.23295, 0.39367], [-0.19064, 0.44464, -0.83700], [0.15475, -1.35480, 0.90941], [0.47044, 1.59589, -0.81780], [-1.75479, -0.62043, 0.16095], [0.42994, -2.07073, 0.13659], [0.32969, 2.79080, -2.60643], [0.05231, -2.67393, 2.54701], [-1.39080, -2.64710, 1.68476], [1.00936, 1.31364, -2.73242], [-0.71883, 0.29294, -1.78394], [-0.79827, 0.56041, 1.14314], [1.87693, 2.59370, -2.13091], [0.67238, 2.30327, -0.02259], [-0.80857, -1.39005, 2.73449], [1.07133, -0.95837, 1.34484]]
}

Most stable structure, least stable structure: Q), P).